{"formula": "C19H20Br4CaCl3N2O3SSi", "method": "wB97M-V/def2-TZVPD", "species": ["Ca", "Br", "C", "C", "Br", "C", "Br", "C", "O", "C", "O", "C", "Br", "Cl", "Si", "Cl", "Cl", "C", "C", "O", "C", "C", "C", "C", "C", "C", "H", "H", "H", "H", "H", "H", "H", "H", "C", "C", "N", "C", "S", "N", "C", "C", "H", "H", "H", "H", "H", "H", "H", "H", "H", "H", "H", "H"], "coordinates": [[-0.574, 0.933, -0.332], [4.502, 2.346, 4.440], [2.864, 1.788, 3.672], [2.039, 0.896, 4.326], [2.521, 0.203, 6.022], [0.831, 0.501, 3.722], [-0.344, -0.715, 4.578], [0.427, 0.963, 2.471], [-0.666, 0.602, 1.876], [1.297, 1.897, 1.778], [0.929, 2.305, 0.596], [2.475, 2.277, 2.411], [3.543, 3.538, 1.466], [-3.199, -1.199, -0.957], [-2.017, -0.803, -4.033], [-0.257, -1.929, -4.087], [-1.256, 1.093, -4.680], [3.367, -0.032, -0.187], [2.479, 0.408, -1.305], [1.316, 0.031, -1.347], [3.025, 1.259, -2.397], [2.317, 1.350, -3.592], [2.796, 2.140, -4.623], [3.979, 2.849, -4.458], [4.688, 2.761, -3.269], [4.218, 1.959, -2.240], [2.857, -0.802, 0.387], [3.559, 0.823, 0.468], [4.325, -0.391, -0.565], [1.400, 0.788, -3.705], [2.245, 2.204, -5.553], [4.350, 3.474, -5.261], [5.604, 3.321, -3.139], [4.759, 1.904, -1.305], [-3.528, -2.639, 3.577], [-3.094, -1.973, 2.287], [-2.135, -2.852, 1.589], [-1.253, -2.328, 0.699], [0.344, -2.825, 0.572], [-1.576, -1.290, -0.088], [-4.795, -0.846, -0.532], [-5.829, -1.641, -1.254], [-4.228, -1.997, 4.112], [-2.672, -2.815, 4.232], [-4.021, -3.595, 3.383], [-2.605, -1.016, 2.487], [-3.958, -1.806, 1.645], [-1.682, -3.539, 2.175], [-3.313, -2.557, -0.801], [-2.800, 0.548, -1.046], [-4.875, 0.039, 0.068], [-5.613, -2.720, -1.227], [-5.975, -1.373, -2.308], [-6.789, -1.513, -0.747]], "mulliken_charge": [1.358, -0.209, 0.031, 0.079, -0.218, -0.004, -0.167, 0.501, -0.923, 0.811, -1.137, -0.358, -0.142, 0.090, 0.438, -0.225, -0.276, -1.214, 0.931, -0.685, 0.462, -0.006, -0.555, -0.327, -0.794, -0.321, 0.099, 0.169, 0.552, 0.151, 0.399, 0.373, 0.384, 0.368, -1.555, 0.394, -0.215, -0.020, -0.371, -0.101, -0.413, -1.217, 0.365, 0.335, 0.397, 0.090, 0.053, 0.284, 0.140, -0.192, 0.514, 0.291, 0.262, 0.325], "e_tot_ev": -384037.150, "charge": -1, "relative_energy_kj_mol": 1251.4}